A | 2 unconnected molecules or ions with the total composition C3H6N2O2, computed with ωB97M-V with the def2-TZVPD basis set.

Values from the calculation:
SMILES: [H]/N=C/C.O=C=NO

Each line ends with the Löwdin charge.
CARTESIAN COORDINATES (ANGSTROEM)
H -1.936 0.877 -0.371  0.031
N -1.613 1.122 0.572  0.081
C -0.403 0.733 0.767  -0.314
C 0.271 0.962 2.081  -0.093
H 0.289 0.465 -0.106  0.086
H -0.396 1.463 2.784  0.073
H 0.588 0.001 2.494  0.074
H 1.153 1.589 1.925  0.075
O -1.400 -1.513 -1.622  0.193
C -0.277 -1.210 -1.455  -0.323
N 0.912 -1.008 -1.443  0.016
O 1.683 -1.683 -2.416  -0.006
H 1.129 -1.798 -3.209  0.107

=====

B | C3H6N2O2 in the gas phase, computed with ωB97M-V with the def2-TZVPD basis set.

Values from the calculation:
SMILES: [H]/N=C/O[C@@]1(N)CO1

Each line ends with the Löwdin charge.
CARTESIAN COORDINATES (ANGSTROEM)
H -0.167 -2.852 -1.539  0.060
N 0.399 -2.066 -1.228  0.153
C 0.036 -1.688 -0.087  -0.280
O 0.772 -0.673 0.508  0.017
C 0.155 0.543 0.421  -0.494
N 0.756 1.450 1.267  0.174
C -0.652 0.982 -0.687  -0.144
O -1.389 0.201 0.225  -0.064
H -0.759 -2.085 0.547  0.141
H 1.460 1.129 1.906  0.104
H 0.787 2.412 0.998  0.097
H -0.450 0.618 -1.691  0.118
H -0.950 2.030 -0.638  0.119

=====

C | 2 unconnected molecules or ions with the total composition C3H6N2O2, computed with ωB97M-V with the def2-TZVPD basis set.

Each line ends with the Löwdin charge.
CARTESIAN COORDINATES (ANGSTROEM)
C -2.569 -0.364 0.730  -0.478
C 0.830 -0.675 -1.127  -0.042
C 1.449 0.638 0.647  -0.027
N -0.619 0.905 -0.279  0.043
N 0.520 0.335 -0.157  -0.425
O -3.220 -0.081 -0.177  0.186
O -2.017 -0.661 1.720  0.156
H 0.039 -0.558 -1.911  0.109
H 0.643 -1.695 -0.717  0.104
H 1.867 -0.788 -1.464  0.094
H 1.357 1.311 1.566  0.102
H 2.425 0.049 0.653  0.094
H -0.707 1.585 0.515  0.084

=====

D | C3H6N2O2 in the gas phase, computed with ωB97M-V with the def2-TZVPD basis set.

Values from the calculation:
SMILES: [H]/N=C/O/C=C(\N)O

Each line ends with the Löwdin charge.
CARTESIAN COORDINATES (ANGSTROEM)
H 2.092 -0.082 -2.178  0.049
N 1.431 -0.230 -1.422  0.110
C 1.813 0.431 -0.412  -0.318
O 1.186 0.424 0.767  -0.038
C 0.125 -0.464 0.949  -0.116
C -1.112 -0.145 0.561  -0.440
N -1.377 0.908 -0.299  0.142
O -2.197 -0.854 0.970  0.064
H 2.670 1.106 -0.353  0.134
H 0.390 -1.408 1.408  0.121
H -2.354 0.950 -0.560  0.100
H -0.783 0.789 -1.117  0.079
H -1.883 -1.425 1.687  0.112

=====

Q: Which of them is the most stable? A: D.

=====

A | A molecular structure, C24H20B2Cl3F4N10O2W, computed with ωB97M-V with the def2-TZVPD basis set.

Values from the calculation:
Net charge: +1

Each line ends with the Löwdin charge.
CARTESIAN COORDINATES (ANGSTROEM)
W 0.001 -0.101 0.684  1.769
C 0.332 -2.944 -2.585  -0.020
C 0.643 -1.696 -2.065  -0.101
N 0.527 -1.713 -0.727  -0.095
N 0.136 -2.960 -0.382  -0.010
C 0.019 -3.717 -1.478  -0.032
B 0.050 -3.358 1.109  -0.494
N -1.091 -2.621 1.846  -0.029
C -2.251 -3.107 2.298  -0.047
C -2.873 -2.133 3.058  -0.017
C -2.000 -1.053 3.030  -0.096
N -0.920 -1.349 2.291  -0.079
N 1.318 -2.815 1.769  -0.010
C 2.155 -3.412 2.625  -0.030
C 3.022 -2.462 3.126  -0.020
C 2.636 -1.272 2.519  -0.148
N 1.595 -1.486 1.697  -0.070
H 0.331 -3.242 -3.613  0.104
H 0.958 -0.804 -2.580  0.113
H -0.273 -4.746 -1.425  0.131
H -0.072 -4.523 1.212  0.125
H -2.571 -4.100 2.056  0.132
H -3.819 -2.192 3.553  0.105
H -2.104 -0.094 3.509  0.121
H 2.098 -4.462 2.822  0.132
H 3.814 -2.608 3.830  0.105
H 3.078 -0.293 2.626  0.006
O -4.592 1.919 -1.092  0.096
C -4.897 0.640 -0.894  -0.249
C -6.247 0.270 -0.858  0.007
C -6.612 -1.044 -0.668  -0.055
C -5.646 -2.035 -0.495  -0.077
C -4.317 -1.690 -0.497  -0.019
C -3.920 -0.359 -0.697  -0.068
C -2.504 -0.061 -0.626  -0.347
O -1.695 -0.924 -0.050  -0.187
N -1.974 1.028 -1.140  0.101
N -0.636 1.064 -0.887  -0.137
C 0.131 1.972 -1.483  -0.028
C 1.499 1.840 -1.170  -0.238
C 2.516 2.711 -1.611  0.002
C 3.830 2.392 -1.383  -0.035
C 4.123 1.175 -0.752  -0.075
C 3.094 0.403 -0.272  -0.147
N 1.784 0.716 -0.407  -0.019
H -3.628 2.058 -1.055  0.076
H -6.990 1.041 -0.989  0.123
H -7.656 -1.315 -0.667  0.111
H -5.938 -3.065 -0.363  0.104
H -3.546 -2.437 -0.364  0.111
H -0.282 2.729 -2.134  0.151
H 2.239 3.617 -2.126  0.127
H 4.626 3.047 -1.695  0.122
H 5.141 0.854 -0.611  0.115
H 3.311 -0.523 0.244  0.103
Cl 2.678 4.340 1.855  0.745
C 2.392 3.006 2.910  -1.243
Cl 4.325 1.701 2.393  0.319
Cl 2.532 3.304 4.594  0.771
C 1.526 2.066 2.474  -0.285
N 0.962 1.134 1.997  0.088
F -2.720 3.204 0.877  0.288
B -1.597 3.033 1.522  -1.062
F -1.499 1.062 1.506  -0.305
F -1.523 3.189 2.817  0.278
F -0.458 3.106 0.822  0.189

=====

B | A molecular structure, C24H20B2Cl3F4N10O2W, computed with ωB97M-V with the def2-TZVPD basis set.

Values from the calculation:
Net charge: +1

Each line ends with the Löwdin charge.
CARTESIAN COORDINATES (ANGSTROEM)
W -0.195 0.531 -0.521  1.849
C -1.664 1.501 -4.448  -0.009
C -1.852 1.211 -3.106  -0.098
N -0.694 1.355 -2.448  -0.113
N 0.242 1.715 -3.349  -0.001
C -0.319 1.821 -4.554  -0.022
B 1.632 2.105 -2.832  -0.497
N 2.400 0.888 -2.300  -0.016
C 3.586 0.411 -2.691  -0.034
C 3.964 -0.598 -1.827  -0.014
C 2.926 -0.675 -0.909  -0.108
N 1.980 0.232 -1.190  -0.061
N 1.375 3.018 -1.616  -0.016
C 1.875 4.237 -1.430  -0.030
C 1.540 4.671 -0.162  -0.012
C 0.824 3.621 0.380  -0.104
N 0.707 2.606 -0.499  -0.061
H -2.401 1.495 -5.230  0.112
H -2.741 0.895 -2.589  0.098
H 0.267 2.138 -5.401  0.138
H 2.261 2.669 -3.672  0.131
H 4.083 0.828 -3.551  0.135
H 4.859 -1.192 -1.857  0.110
H 2.827 -1.348 -0.077  0.105
H 2.443 4.711 -2.213  0.139
H 1.780 5.608 0.305  0.113
H 0.412 3.581 1.365  0.088
O 0.356 -5.071 -0.890  0.101
C 0.008 -4.636 -2.104  -0.247
C -0.181 -5.604 -3.094  0.007
C -0.545 -5.235 -4.368  -0.051
C -0.742 -3.892 -4.704  -0.074
C -0.566 -2.930 -3.741  -0.022
C -0.184 -3.279 -2.433  -0.081
C -0.017 -2.234 -1.446  -0.378
O -0.373 -1.006 -1.775  -0.234
N 0.458 -2.461 -0.261  0.106
N 0.404 -1.306 0.463  -0.103
C 0.853 -1.322 1.661  -0.023
C 0.645 -0.099 2.402  -0.228
C 0.771 -0.031 3.774  0.036
C 0.196 1.040 4.437  0.014
C -0.530 1.959 3.699  0.001
C -0.575 1.838 2.324  -0.165
N 0.078 0.877 1.662  -0.016
H 0.416 -4.326 -0.266  0.085
H -0.035 -6.640 -2.823  0.127
H -0.685 -6.002 -5.119  0.114
H -1.031 -3.616 -5.709  0.106
H -0.714 -1.884 -3.973  0.110
H 1.236 -2.232 2.102  0.164
H 1.222 -0.856 4.306  0.140
H 0.251 1.113 5.514  0.130
H -1.088 2.752 4.174  0.128
H -1.177 2.513 1.736  0.076
Cl -5.588 -0.590 0.344  0.780
C -4.001 -0.438 -0.186  -1.138
Cl -3.802 1.859 1.208  0.756
Cl -3.441 -1.616 -1.264  0.818
C -3.198 0.584 0.218  -0.891
N -1.899 0.617 -0.117  -0.150
F -0.888 -2.422 3.252  0.099
B -2.080 -2.076 2.562  -1.244
F -2.073 -0.643 2.404  0.069
F -3.199 -2.465 3.244  0.167
F -2.018 -2.618 1.264  0.086

=====

Q: Which of them is the most stable? A: B.

=====

A | C4H6O2 in the gas phase, computed with ωB97M-V with the def2-TZVPD basis set.

Values from the calculation:
SMILES: CC(C=O)C=O

Each line ends with the Löwdin charge.
CARTESIAN COORDINATES (ANGSTROEM)
C -0.789 -0.875 -0.723  -0.066
C -0.237 0.333 0.065  -0.266
C 0.301 -0.297 1.330  -0.247
O 0.641 -1.449 1.427  0.070
C 0.909 1.255 -0.493  -0.199
O 1.092 2.410 -0.186  0.063
H -1.480 -0.495 -1.458  0.069
H -1.342 -1.622 -0.108  0.096
H 0.002 -1.467 -1.189  0.083
H -1.025 1.057 0.330  0.147
H 0.307 0.383 2.172  0.124
H 1.621 0.768 -1.167  0.127

=====

B | C4H6O2 in the gas phase, computed with ωB97M-V with the def2-TZVPD basis set.

Each line ends with the Löwdin charge.
CARTESIAN COORDINATES (ANGSTROEM)
O 1.147 -1.349 1.065  -0.002
C 0.667 -0.062 0.909  -0.195
C 0.531 0.752 -0.388  -0.261
C -0.455 -0.167 -1.070  -0.062
C -0.970 0.095 0.368  -0.154
O -0.584 1.480 0.230  -0.085
H 1.225 0.573 1.633  0.156
H 1.280 1.393 -0.836  0.143
H -0.141 -1.156 -1.420  0.110
H -1.028 0.368 -1.834  0.116
H 0.387 -1.864 0.782  0.091
H -2.059 -0.062 0.562  0.143

=====

Q: Which of them is the most stable? A: A.

=====

A | C4H6O2 in the gas phase, computed with ωB97M-V with the def2-TZVPD basis set.

Values from the calculation:
SMILES: O=CCCC=O

Each line ends with the Löwdin charge.
CARTESIAN COORDINATES (ANGSTROEM)
O 0.616 2.363 -1.147  0.064
C 1.015 1.368 -0.607  -0.261
C 0.302 0.643 0.567  -0.138
C -0.808 -0.297 0.032  -0.136
C -0.478 -1.785 0.043  -0.267
O -0.204 -2.423 -0.936  0.062
H 1.957 0.920 -0.883  0.111
H 1.060 0.174 1.176  0.104
H -0.099 1.506 1.109  0.114
H -0.965 -0.050 -1.017  0.117
H -1.660 -0.119 0.680  0.112
H -0.735 -2.299 0.982  0.118

=====

B | 2 unconnected molecules or ions with the total composition C4H6O2, computed with ωB97M-V with the def2-TZVPD basis set.

Each line ends with the Löwdin charge.
CARTESIAN COORDINATES (ANGSTROEM)
C -1.375 -0.240 0.211  -0.229
C 1.291 0.068 0.458  -0.245
C -2.092 1.025 -0.214  -0.082
C 2.144 -0.979 -0.112  -0.042
O -1.775 -1.374 0.218  0.036
O 1.562 1.092 0.954  0.091
H -1.783 1.130 -1.219  0.053
H -3.202 1.009 -0.137  0.078
H -1.889 1.942 0.485  0.112
H 3.010 -0.721 0.422  0.068
H 2.328 -0.990 -1.159  0.082
H 1.782 -1.963 0.094  0.078

=====

Q: Which of them is the most stable? A: A.